Density functional theory data (the ωB97M-V functional and the def2-TZVPD basis) for the ion C6H8N5O with charge +1 at a distorted geometry.

Each line ends with the Löwdin charge.
Element x y z (Å)
N (2.96, 0.57, -0.23)  0.177
C (2.93, 1.58, 0.64)  -0.054
N (1.71, 2.14, 0.98)  0.145
C (0.33, 1.84, 0.50)  -0.572
O (-0.42, 2.66, 0.80)  0.174
N (0.19, 0.63, -0.01)  0.125
C (-1.02, 0.10, -0.23)  -0.290
N (-2.18, 0.53, 0.30)  0.162
C (-3.32, -0.10, 0.14)  -0.043
C (-3.33, -1.49, -0.26)  0.001
C (-2.14, -1.93, -0.77)  -0.053
N (-1.05, -1.17, -0.78)  0.143
H (2.00, 0.35, -0.56)  0.091
H (3.80, 0.01, -0.34)  0.141
H (3.78, 2.20, 0.96)  0.163
H (1.71, 3.09, 1.30)  0.144
H (-4.30, 0.27, 0.54)  0.144
H (-4.20, -2.05, -0.06)  0.094
H (-1.87, -2.92, -1.25)  0.163
H (-0.23, -1.52, -1.19)  0.145

* molar mass: 166.16 g mol⁻¹
* gap between HOMO and LUMO: 8.878 eV
* E_HOMO: -12.75 eV
* ΔE to the lowest compared entry with this formula, charge and spin: 0.000 eV
* net charge: +1
* structure (SMILES): [NH2+]=CNC(=O)/N=c1\nccc[nH]1
* E_tot: -15843.0448 eV
* LUMO energy: -3.9 eV

=====

Density functional theory data (the ωB97M-V functional and the def2-TZVPD basis) for an isolated molecule of C3H4INS at a distorted geometry.

Each line ends with the Löwdin charge.
Element x y z (Å)
C (-0.90, 0.88, 0.33)  0.031
C (-0.30, -0.06, -0.43)  -0.310
N (0.23, -1.21, 0.10)  -0.027
C (1.43, -1.41, 0.40)  -0.343
S (2.65, -0.03, -0.41)  0.122
I (5.11, -0.10, 0.04)  0.259
H (-1.15, 1.67, -0.32)  0.035
H (-1.10, 1.00, 1.39)  0.063
H (-0.20, 0.09, -1.51)  0.112
H (2.07, -2.26, 0.56)  0.058

* molar mass: 213.04 g mol⁻¹
* gap between HOMO and LUMO: 7.650 eV
* E_HOMO: -8.87 eV
* ΔE to the lowest compared entry with this formula, charge and spin: 1.658 eV
* net charge: 0
* structure (SMILES): C=C/N=C\SI
* E_tot: -23599.3749 eV
* LUMO energy: -1.2 eV

=====

Density functional theory data (the ωB97M-V functional and the def2-TZVPD basis) for a cluster of 2 separate species, C3H8OS in total at a distorted geometry.

Each line ends with the Mulliken spin population.
Element x y z (Å)
O (2.23, -0.94, 0.02)  0.000
C (3.03, -0.97, -0.91)  0.000
H (2.98, -1.83, -1.68)  0.000
H (3.36, 0.05, -1.43)  0.000
C (-0.81, 0.10, 1.86)  0.036
C (-1.00, -0.40, 0.44)  -0.028
S (-1.67, 1.00, -0.72)  0.985
H (-1.75, 0.05, 2.54)  -0.003
H (-0.13, -0.51, 2.41)  0.003
H (-0.53, 1.10, 1.83)  -0.005
H (-1.83, -1.18, 0.36)  -0.003
H (0.07, -0.53, 0.14)  0.031
H (-0.68, 1.92, -1.08)  -0.015

* <S²>: 0.7536
* molar mass: 92.16 g mol⁻¹
* gap between HOMO and LUMO (alpha / beta): 9.343 / 4.690 eV
* E_HOMO (alpha / beta): -13.67 / -13.67 eV
* ΔE to the lowest compared entry with this formula, charge and spin: 1.982 eV
* net charge: +1
* multiplicity: 2
* E_tot: -16112.1192 eV
* LUMO energy (alpha / beta): -4.3 / -9.0 eV

=====

Density functional theory data (the ωB97M-V functional and the def2-TZVPD basis) for an isolated molecule of C18H20N4O4S at a distorted geometry.

Each line ends with the Löwdin charge.
Element x y z (Å)
C (5.62, -0.29, 1.27)  -0.100
O (5.03, -1.54, 0.98)  -0.175
C (3.88, -1.47, 0.19)  -0.201
C (2.64, -0.98, 0.95)  -0.119
N (1.49, -0.96, 0.09)  0.009
C (1.08, 0.09, -0.68)  -0.603
S (1.88, 1.62, -0.69)  1.009
C (0.83, 2.51, -1.89)  -0.341
C (-0.38, 3.16, -1.22)  -0.535
O (-0.41, 4.35, -1.01)  0.065
N (-1.33, 2.26, -0.90)  0.143
C (-2.54, 2.49, -0.23)  -0.137
C (-3.08, 3.75, -0.01)  -0.007
C (-4.30, 3.88, 0.63)  -0.092
C (-4.99, 2.76, 1.05)  -0.097
C (-4.46, 1.49, 0.84)  -0.027
C (-3.24, 1.35, 0.21)  -0.208
O (-2.61, 0.15, -0.03)  -0.105
C (-3.30, -1.05, 0.21)  -0.078
N (0.03, -0.25, -1.39)  0.007
N (-0.26, -1.52, -1.11)  0.094
C (0.60, -1.96, -0.23)  -0.212
C (0.59, -3.29, 0.30)  -0.200
C (-0.29, -4.31, 0.04)  -0.001
C (0.15, -5.41, 0.80)  -0.050
C (1.26, -4.99, 1.46)  -0.104
O (1.54, -3.71, 1.17)  0.036
H (5.02, 0.30, 1.96)  0.086
H (5.79, 0.29, 0.36)  0.093
H (6.58, -0.52, 1.74)  0.091
H (4.05, -0.82, -0.69)  0.124
H (3.71, -2.50, -0.16)  0.131
H (2.45, -1.63, 1.80)  0.134
H (2.80, 0.04, 1.31)  0.103
H (1.47, 3.29, -2.31)  0.084
H (0.54, 1.79, -2.65)  0.082
H (-1.16, 1.28, -1.11)  0.096
H (-2.53, 4.62, -0.34)  0.102
H (-4.71, 4.86, 0.80)  0.100
H (-5.94, 2.86, 1.55)  0.100
H (-5.01, 0.63, 1.18)  0.102
H (-2.64, -1.83, -0.17)  0.068
H (-4.25, -1.07, -0.33)  0.100
H (-3.48, -1.20, 1.28)  0.097
H (-1.13, -4.26, -0.62)  0.113
H (-0.30, -6.39, 0.85)  0.104
H (1.92, -5.49, 2.15)  0.124

* molar mass: 388.45 g mol⁻¹
* gap between HOMO and LUMO: 8.533 eV
* E_HOMO: -7.95 eV
* ΔE to the lowest compared entry with this formula, charge and spin: 3.019 eV
* net charge: 0
* structure (SMILES): COCCn1c(SCC(=O)Nc2ccccc2OC)nnc1-c1ccco1
* E_tot: -43975.1278 eV
* LUMO energy: 0.6 eV

=====

Density functional theory data (the ωB97M-V functional and the def2-TZVPD basis) for an isolated molecule of C7H13N7O at a distorted geometry.

Each line ends with the Löwdin charge.
Element x y z (Å)
C (-1.94, -1.60, 4.05)  -0.111
N (-1.31, -0.82, 3.03)  -0.003
C (-1.67, -0.61, 1.70)  -0.417
O (-2.73, -1.06, 1.24)  0.039
C (-0.65, -0.08, 0.84)  -0.157
N (0.08, 0.96, 1.27)  0.074
N (1.01, 1.49, 0.52)  0.056
C (1.16, 1.09, -0.79)  -0.299
N (2.30, 1.54, -1.48)  -0.159
C (3.02, 2.78, -1.03)  -0.057
N (2.97, 0.51, -2.29)  0.044
N (0.36, 0.12, -1.35)  0.157
C (-0.58, -0.38, -0.54)  -0.234
N (-1.45, -1.25, -1.17)  0.005
C (-1.57, -1.28, -2.60)  -0.103
H (-2.61, -0.98, 4.70)  0.088
H (-1.28, -2.14, 4.75)  0.085
H (-2.68, -2.31, 3.62)  0.089
H (-0.54, -0.21, 3.46)  0.164
H (3.68, 3.08, -1.79)  0.053
H (2.39, 3.61, -0.84)  0.066
H (3.71, 2.70, -0.14)  0.091
H (2.50, -0.42, -2.22)  0.081
H (2.98, 0.72, -3.32)  0.092
H (-2.26, -1.58, -0.69)  0.098
H (-1.44, -2.31, -2.90)  0.069
H (-0.84, -0.60, -3.15)  0.098
H (-2.60, -0.97, -2.88)  0.090

* molar mass: 211.23 g mol⁻¹
* gap between HOMO and LUMO: 8.480 eV
* E_HOMO: -8.19 eV
* net charge: 0
* structure (SMILES): CNC(=O)c1nnc(N(C)N)nc1NC
* E_tot: -19945.8081 eV
* LUMO energy: 0.3 eV

=====

Density functional theory data (the ωB97M-V functional and the def2-TZVPD basis) for an isolated molecule of C6H14N4O2 at a distorted geometry.

Each line ends with the Löwdin charge.
Element x y z (Å)
H (-3.37, -0.51, 1.75)  0.047
N (-2.78, 0.08, 1.18)  0.126
C (-2.29, -0.50, 0.20)  -0.594
N (-2.43, -1.93, -0.09)  0.094
N (-1.52, 0.15, -0.71)  0.017
C (-1.06, 1.53, -0.53)  -0.183
C (0.45, 1.61, -0.87)  -0.178
C (1.42, 1.22, 0.25)  -0.158
C (1.28, -0.23, 0.79)  -0.326
N (2.45, -0.48, 1.67)  0.062
C (1.35, -1.21, -0.31)  -0.462
O (0.59, -2.15, -0.38)  0.096
O (2.35, -1.03, -1.26)  0.105
H (-1.54, -2.09, -0.56)  0.031
H (-3.15, -2.02, -0.82)  0.083
H (-1.31, -0.29, -1.59)  0.134
H (-1.66, 2.22, -1.18)  0.123
H (-1.18, 1.91, 0.47)  0.099
H (0.73, 2.66, -1.03)  0.111
H (0.57, 0.95, -1.77)  0.117
H (1.30, 1.89, 1.11)  0.120
H (2.45, 1.28, -0.17)  0.125
H (0.32, -0.28, 1.26)  0.129
H (2.22, -1.35, 2.12)  0.079
H (2.48, 0.26, 2.40)  0.099
H (2.32, -1.69, -1.93)  0.103

* molar mass: 174.20 g mol⁻¹
* gap between HOMO and LUMO: 9.441 eV
* E_HOMO: -8.82 eV
* ΔE to the lowest compared entry with this formula, charge and spin: 1.057 eV
* net charge: 0
* structure (SMILES): [H]/N=C(\N)NCCC[C@H](N)C(=O)O
* E_tot: -16504.6590 eV
* LUMO energy: 0.6 eV

=====

Density functional theory data (the ωB97M-V functional and the def2-TZVPD basis) for a structure of composition C24H43Cl7P2Pb at a distorted geometry.

Each line ends with the Löwdin charge.
Element x y z (Å)
Pb (0.22, -0.36, 0.04)  0.655
Cl (-0.94, -2.80, -0.94)  -0.167
P (1.88, -0.55, -1.94)  0.938
C (0.79, -0.94, -3.42)  -0.523
C (2.84, 1.00, -2.27)  -0.512
C (2.90, -2.04, -1.63)  -0.540
C (-0.61, -0.34, -3.40)  -0.179
H (0.69, -2.03, -3.31)  0.089
C (1.54, -0.53, -4.68)  -0.119
H (1.45, 0.55, -4.86)  0.087
H (1.07, -1.07, -5.50)  0.089
H (2.60, -0.80, -4.66)  0.052
H (-1.31, -0.92, -2.78)  0.021
H (-1.00, -0.25, -4.42)  0.084
H (-0.59, 0.67, -2.98)  -0.041
H (2.10, -2.80, -1.57)  0.090
C (3.66, -2.04, -0.31)  -0.146
C (3.79, -2.27, -2.84)  -0.112
H (3.24, -2.65, -3.69)  0.072
H (4.54, -3.03, -2.56)  0.090
H (4.34, -1.37, -3.13)  0.075
H (3.28, -1.39, 0.47)  0.013
H (4.71, -1.78, -0.47)  0.077
H (3.63, -3.06, 0.09)  0.084
C (1.91, 2.20, -2.35)  -0.121
H (3.25, 0.79, -3.28)  0.096
C (3.98, 1.21, -1.28)  -0.119
H (1.23, 2.19, -3.19)  0.029
H (2.50, 3.12, -2.39)  0.092
H (1.29, 2.29, -1.43)  0.004
H (3.64, 1.14, -0.22)  0.003
H (4.35, 2.22, -1.42)  0.083
H (4.80, 0.51, -1.45)  0.067
Cl (1.84, 1.40, 1.49)  -0.097
H (1.40, -1.80, 0.97)  -0.018
P (-1.31, -0.82, 2.16)  0.946
C (-1.31, -2.61, 2.64)  -0.531
C (-1.00, 0.23, 3.64)  -0.523
C (-2.97, -0.52, 1.34)  -0.535
C (0.04, -3.31, 2.57)  -0.155
H (-1.96, -3.03, 1.87)  0.089
C (-1.94, -2.73, 4.02)  -0.118
H (-1.20, -2.49, 4.80)  0.081
H (-2.25, -3.77, 4.14)  0.090
H (-2.82, -2.10, 4.17)  0.052
H (0.29, -3.59, 1.55)  0.022
H (-0.04, -4.24, 3.15)  0.079
H (0.86, -2.73, 3.00)  0.060
H (-2.93, -1.31, 0.56)  0.074
C (-3.09, 0.81, 0.62)  -0.133
C (-4.09, -0.71, 2.33)  -0.114
H (-4.24, -1.76, 2.57)  0.072
H (-5.00, -0.31, 1.85)  0.089
H (-3.91, -0.12, 3.24)  0.082
H (-2.11, 1.30, 0.51)  0.005
H (-3.71, 1.54, 1.15)  0.096
H (-3.49, 0.67, -0.38)  0.076
C (0.42, -0.03, 4.17)  -0.134
H (-1.74, -0.16, 4.35)  0.094
C (-1.28, 1.71, 3.40)  -0.102
H (0.48, -0.95, 4.74)  0.063
H (0.69, 0.79, 4.83)  0.082
H (1.19, -0.04, 3.37)  -0.005
H (-0.66, 2.14, 2.59)  0.043
H (-1.00, 2.24, 4.32)  0.086
H (-2.33, 1.92, 3.20)  0.068
Cl (-1.36, 2.67, -3.67)  0.767
C (-1.76, 2.44, -1.99)  -0.656
C (-0.77, 2.34, -1.02)  -0.187
C (-0.75, 3.44, -0.19)  -0.656
Cl (0.76, 4.08, 0.47)  0.618
C (-1.89, 4.30, -0.03)  -0.688
Cl (-1.74, 5.79, 0.83)  0.670
C (-3.10, 3.96, -0.72)  -0.732
Cl (-4.43, 4.99, -0.57)  0.720
C (-3.11, 2.91, -1.66)  -0.772
Cl (-4.47, 2.56, -2.61)  0.720

* molar mass: 848.93 g mol⁻¹
* gap between HOMO and LUMO (alpha / beta): 4.632 / 6.085 eV
* E_HOMO (alpha / beta): -6.85 / -7.90 eV
* ΔE to the lowest compared entry with this formula, charge and spin: 0.000 eV
* net charge: 0
* E_tot: -137063.5708 eV
* LUMO energy (alpha / beta): -2.2 / -1.8 eV

=====

Density functional theory data (the ωB97M-V functional and the def2-TZVPD basis) for a cluster of 2 separate species, C12H9B3 in total at a distorted geometry.

Each line ends with the Mulliken spin population.
Element x y z (Å)
B (0.78, -2.63, -2.29)  0.187
B (2.52, 1.86, 1.66)  0.216
B (-3.38, 0.66, 0.77)  0.104
C (1.63, -1.50, -1.65)  0.638
C (2.69, 0.69, 0.65)  0.537
C (-0.64, -2.23, -1.72)  0.107
C (0.97, 1.95, 1.80)  0.218
C (-2.81, -0.46, -0.11)  0.097
C (-2.10, 1.38, 1.24)  0.125
C (1.00, -0.72, -0.73)  -0.059
C (1.45, 0.20, 0.22)  0.018
C (-0.48, -1.10, -0.92)  0.067
C (0.42, 0.98, 0.98)  0.056
C (-1.48, -0.34, -0.24)  -0.018
C (-0.98, 0.77, 0.70)  -0.062
H (0.92, -3.36, -3.20)  -0.003
H (3.35, 2.35, 2.31)  -0.001
H (-4.49, 1.12, 0.85)  0.000
H (3.36, -0.94, -2.15)  -0.191
H (3.48, 0.09, 0.15)  -0.007
H (-1.64, -2.45, -1.90)  -0.005
H (0.54, 2.66, 2.39)  -0.002
H (-3.20, -1.26, -0.69)  -0.009
H (-1.90, 2.30, 1.90)  -0.010

* <S²>: 2.0720
* molar mass: 185.64 g mol⁻¹
* gap between HOMO and LUMO (alpha / beta): 5.925 / 5.898 eV
* E_HOMO (alpha / beta): -7.70 / -8.64 eV
* net charge: 0
* multiplicity: 3
* E_tot: -14609.4345 eV
* LUMO energy (alpha / beta): -1.8 / -2.7 eV